P.
# C7H16N2O

2 unconnected molecules or ions with the total composition C7H16N2O (ωB97M-V/def2-TZVPD, the OMol25 dataset).

The value obtained for the highest occupied orbital energy is -0.325 Eh. The molar mass is 144.2 g mol⁻¹. Its net charge is 0. As for the gap between HOMO and LUMO: 0.350 hartree.

Last column: Löwdin charge in e.
Atoms and positions in Å:
C (1.104, 0.705, 0.576)  -0.3839
C (1.301, 0.343, -2.881)  -0.1149
C (1.049, 1.332, 1.967)  -0.0340
N (1.012, 1.561, -2.727)  0.0312
O (1.953, -0.426, 0.647)  -0.0330
H (2.046, -0.801, -0.234)  0.0799
H (1.507, 1.447, -0.132)  0.1206
H (-0.529, 1.729, -1.186)  0.0560
H (1.662, 2.219, -3.160)  0.0584
H (0.604, -0.386, -2.481)  0.0512
H (2.142, -0.063, -3.445)  0.0716
H (2.046, 1.644, 2.266)  0.0801
H (0.681, 0.607, 2.687)  0.0798
H (0.388, 2.197, 1.966)  0.0879
C (-0.907, -0.942, 0.779)  -0.3893
C (-1.088, -1.991, -0.323)  -0.0673
C (-2.240, -0.665, 1.473)  -0.0707
C (-0.372, 0.332, 0.170)  -0.3589
N (-1.071, 1.009, -0.615)  0.1649
H (-0.181, -1.317, 1.505)  0.1272
H (-2.940, -0.242, 0.758)  0.0737
H (-1.721, -1.589, -1.113)  0.0792
H (-0.126, -2.277, -0.750)  0.0662
H (-1.556, -2.885, 0.086)  0.0759
H (-2.652, -1.587, 1.878)  0.0742
H (-2.110, 0.043, 2.289)  0.0741

***

Q.
# C7H16N2O

2 unconnected molecules or ions with the total composition C7H16N2O (ωB97M-V/def2-TZVPD, the OMol25 dataset).

The value obtained for the highest occupied orbital energy is -0.325 Eh. The molar mass is 144.2 g mol⁻¹. Its net charge is 0. As for the gap between HOMO and LUMO: 0.363 hartree.

Last column: Löwdin charge in e.
Atoms and positions in Å:
C (0.967, -1.687, 0.202)  -0.4324
C (2.163, -0.876, -0.276)  -0.0818
C (0.963, -1.846, 1.716)  -0.0736
C (-1.211, -1.886, -0.813)  -0.0405
N (-0.358, -1.090, -0.332)  0.0125
H (1.057, -2.694, -0.238)  0.1162
H (3.098, -1.347, 0.029)  0.0772
H (0.936, -0.870, 2.195)  0.0648
H (2.150, 0.108, 0.187)  0.0674
H (2.153, -0.777, -1.360)  0.0761
H (1.872, -2.340, 2.058)  0.0795
H (0.097, -2.422, 2.043)  0.0776
H (-0.981, -2.921, -1.082)  0.0709
H (-2.220, -1.556, -1.013)  0.0622
C (0.206, 2.214, -0.959)  -0.0310
C (-0.913, 1.540, 1.281)  -0.0505
C (-0.991, 1.763, -0.190)  -0.4120
O (-2.336, 1.893, -2.043)  -0.0881
N (-2.120, 1.434, -0.727)  0.0110
H (-3.289, 2.042, -2.079)  0.0839
H (0.822, 2.905, -0.384)  0.0790
H (-0.189, 2.204, 1.749)  0.0788
H (-0.074, 2.711, -1.887)  0.0720
H (0.773, 1.332, -1.250)  0.0591
H (-1.888, 1.687, 1.744)  0.0768
H (-0.689, 0.481, 1.430)  0.0448

***

Which of them is most stable, and which least? Most stable: P; least stable: Q.

***

P.
# C25H35ClO5S3

4 unconnected molecules or ions with the total composition C25H35ClO5S3 (ωB97M-V/def2-TZVPD, the OMol25 dataset).

The value obtained for the highest occupied orbital energy is -0.325 Eh. The molar mass is 547.2 g mol⁻¹. Its net charge is 0. As for the gap between HOMO and LUMO: 0.315 hartree.

Last column: Löwdin charge in e.
Atoms and positions in Å:
C (4.418, 1.429, 1.694)  -0.1073
C (3.233, 1.399, 0.723)  -0.2508
C (2.115, 2.342, 1.176)  -0.1674
C (0.705, 1.937, 0.693)  -0.2930
C (0.719, 1.271, -0.698)  -0.0500
C (-0.287, 3.074, 0.658)  -0.1065
C (0.091, 4.373, 0.303)  -0.0091
C (-0.824, 5.419, 0.219)  -0.0495
C (-2.177, 5.210, 0.469)  -0.0030
C (-2.584, 3.922, 0.792)  -0.0831
C (-1.660, 2.870, 0.900)  -0.0236
C (-2.228, 1.528, 1.238)  -0.2874
O (-1.717, 0.749, 1.999)  0.1330
C (-3.525, 1.239, 0.575)  -0.0836
C (-3.811, -0.028, 0.081)  0.0123
C (-5.029, -0.247, -0.549)  -0.0770
C (-5.932, 0.805, -0.644)  -0.6299
Cl (-7.465, 0.512, -1.424)  0.6622
C (-5.666, 2.076, -0.149)  -0.0233
C (-4.438, 2.289, 0.463)  -0.0837
C (-4.028, 3.614, 0.994)  -0.3008
O (-4.793, 4.366, 1.533)  0.1412
H (4.477, 2.378, 2.224)  0.0654
H (5.367, 1.315, 1.173)  0.0628
H (4.332, 0.609, 2.400)  0.0593
H (2.876, 0.378, 0.643)  0.0909
H (3.577, 1.714, -0.262)  0.1051
H (2.364, 3.370, 0.936)  0.0940
H (2.094, 2.278, 2.266)  0.1189
H (0.371, 1.176, 1.381)  0.1199
H (-0.290, 1.256, -1.117)  0.0829
H (1.362, 1.794, -1.402)  0.0863
H (1.018, 0.236, -0.613)  0.0499
H (1.117, 4.601, 0.065)  0.1038
H (-0.500, 6.412, -0.052)  0.1038
H (-2.886, 6.016, 0.390)  0.1176
H (-3.077, -0.810, 0.183)  0.1003
H (-5.254, -1.222, -0.949)  0.0970
H (-6.373, 2.886, -0.228)  0.1207
C (4.099, -3.254, -0.618)  -0.2863
S (4.460, -3.274, 1.141)  0.8069
O (3.896, -2.026, 1.717)  -0.5465
C (6.231, -3.016, 0.971)  -0.2728
H (3.023, -3.344, -0.736)  0.0339
H (4.427, -2.312, -1.055)  0.0513
H (4.598, -4.099, -1.096)  0.0539
H (6.414, -2.086, 0.433)  0.0569
H (6.671, -3.860, 0.439)  0.0504
H (6.657, -2.953, 1.971)  0.0481
C (1.450, -0.332, -4.433)  -0.2610
S (1.280, -1.586, -3.159)  0.8149
O (2.243, -1.244, -2.079)  -0.5552
C (2.015, -2.925, -4.107)  -0.2671
H (1.081, 0.607, -4.025)  0.0448
H (2.500, -0.229, -4.707)  0.0605
H (0.852, -0.614, -5.300)  0.0548
H (3.027, -2.649, -4.406)  0.0596
H (1.399, -3.129, -4.983)  0.0533
H (2.045, -3.807, -3.470)  0.0463
C (-2.189, -3.263, 2.066)  -0.2643
S (-3.281, -4.161, 0.958)  0.8195
O (-3.903, -3.149, 0.062)  -0.5576
C (-4.512, -4.578, 2.198)  -0.2706
H (-1.362, -2.871, 1.477)  0.0521
H (-2.731, -2.437, 2.529)  0.0593
H (-1.805, -3.943, 2.826)  0.0544
H (-4.896, -3.665, 2.652)  0.0603
H (-4.061, -5.222, 2.953)  0.0529
H (-5.320, -5.110, 1.700)  0.0489

***

Q.
# C25H35ClO5S3

4 unconnected molecules or ions with the total composition C25H35ClO5S3 (ωB97M-V/def2-TZVPD, the OMol25 dataset).

The value obtained for the highest occupied orbital energy is -0.326 Eh. The molar mass is 547.2 g mol⁻¹. Its net charge is 0. As for the gap between HOMO and LUMO: 0.312 hartree.

Last column: Löwdin charge in e.
Atoms and positions in Å:
C (4.411, 1.283, 1.733)  -0.1119
C (3.217, 1.262, 0.770)  -0.2541
C (2.110, 2.229, 1.212)  -0.1696
C (0.703, 1.871, 0.690)  -0.2953
C (0.728, 1.255, -0.725)  -0.0492
C (-0.282, 3.025, 0.689)  -0.1086
C (0.112, 4.324, 0.364)  -0.0100
C (-0.795, 5.372, 0.282)  -0.0521
C (-2.146, 5.157, 0.503)  -0.0084
C (-2.574, 3.868, 0.782)  -0.0820
C (-1.655, 2.812, 0.894)  -0.0261
C (-2.233, 1.460, 1.188)  -0.2687
O (-1.712, 0.636, 1.907)  0.1186
C (-3.548, 1.194, 0.533)  -0.0830
C (-3.866, -0.074, 0.067)  0.0081
C (-5.096, -0.294, -0.537)  -0.0747
C (-5.991, 0.764, -0.645)  -0.6370
Cl (-7.535, 0.484, -1.395)  0.6699
C (-5.698, 2.036, -0.172)  -0.0260
C (-4.456, 2.247, 0.413)  -0.0828
C (-4.037, 3.586, 0.922)  -0.2850
O (-4.821, 4.385, 1.379)  0.1269
H (4.501, 2.250, 2.233)  0.0660
H (5.353, 1.112, 1.209)  0.0625
H (4.307, 0.498, 2.481)  0.0580
H (2.833, 0.244, 0.709)  0.0873
H (3.558, 1.538, -0.231)  0.1052
H (2.395, 3.250, 0.963)  0.0948
H (2.066, 2.185, 2.305)  0.1211
H (0.331, 1.101, 1.359)  0.1195
H (-0.277, 1.264, -1.158)  0.0830
H (1.386, 1.803, -1.401)  0.0863
H (1.041, 0.215, -0.682)  0.0529
H (1.149, 4.542, 0.152)  0.1062
H (-0.453, 6.369, 0.036)  0.1067
H (-2.859, 5.968, 0.437)  0.1204
H (-3.151, -0.876, 0.179)  0.0979
H (-5.346, -1.279, -0.904)  0.0984
H (-6.407, 2.848, -0.248)  0.1212
C (4.147, -3.211, -0.631)  -0.2833
S (4.453, -3.191, 1.138)  0.8115
O (3.834, -1.951, 1.673)  -0.5446
C (6.219, -2.875, 1.022)  -0.2709
H (3.077, -3.328, -0.776)  0.0358
H (4.460, -2.265, -1.071)  0.0515
H (4.683, -4.050, -1.078)  0.0536
H (6.382, -1.947, 0.475)  0.0561
H (6.705, -3.712, 0.520)  0.0505
H (6.604, -2.781, 2.035)  0.0485
C (1.505, -0.270, -4.529)  -0.2615
S (1.316, -1.561, -3.297)  0.8142
O (2.265, -1.245, -2.196)  -0.5558
C (2.067, -2.871, -4.272)  -0.2674
H (1.130, 0.654, -4.093)  0.0451
H (2.559, -0.161, -4.781)  0.0603
H (0.918, -0.524, -5.412)  0.0547
H (3.082, -2.582, -4.545)  0.0591
H (1.464, -3.053, -5.161)  0.0534
H (2.088, -3.768, -3.656)  0.0470
C (-2.200, -3.141, 2.077)  -0.2649
S (-3.332, -4.109, 1.072)  0.8220
O (-3.989, -3.150, 0.142)  -0.5586
C (-4.519, -4.441, 2.378)  -0.2699
H (-1.398, -2.791, 1.429)  0.0529
H (-2.728, -2.285, 2.500)  0.0568
H (-1.786, -3.770, 2.864)  0.0550
H (-4.883, -3.497, 2.782)  0.0602
H (-4.043, -5.038, 3.155)  0.0531
H (-5.343, -5.000, 1.939)  0.0489

***

Which of them is most stable, and which least? Most stable: Q; least stable: P.

***

P.
# C20H23NO4

A single C20H23NO4 molecule (ωB97M-V/def2-TZVPD, the OMol25 dataset).

The value obtained for the highest occupied orbital energy is -0.318 Eh. The molar mass is 341.4 g mol⁻¹. Its net charge is 0. As for the gap between HOMO and LUMO: 0.344 hartree.

Last column: Löwdin charge in e.
Atoms and positions in Å:
C (2.140, 5.959, -5.284)  -0.1094
C (1.933, 4.451, -5.255)  -0.2303
C (1.788, 3.936, -3.827)  -0.2261
O (1.609, 2.534, -3.888)  -0.0421
C (1.466, 1.838, -2.733)  -0.2678
C (1.307, 0.457, -2.870)  0.0070
C (1.158, -0.344, -1.760)  -0.0340
C (1.156, 0.203, -0.479)  -0.1919
C (1.311, 1.573, -0.350)  -0.0184
C (1.466, 2.390, -1.457)  -0.0097
H (1.585, 3.452, -1.310)  0.1040
H (1.309, 2.018, 0.635)  0.1181
C (0.995, -0.668, 0.739)  -0.2528
N (-0.239, -1.423, 0.677)  0.1127
C (-0.889, -1.789, 1.812)  -0.4794
O (-0.594, -1.348, 2.900)  0.0882
C (-2.011, -2.792, 1.564)  -0.0536
C (-2.972, -2.827, 2.715)  -0.2332
C (-2.591, -3.410, 3.916)  -0.0376
C (-3.454, -3.415, 4.997)  -0.0801
C (-4.710, -2.841, 4.887)  -0.0973
C (-5.095, -2.258, 3.693)  -0.0895
C (-4.228, -2.246, 2.614)  -0.0429
H (-4.532, -1.783, 1.685)  0.1092
H (-6.073, -1.807, 3.601)  0.0995
H (-5.385, -2.847, 5.730)  0.0983
H (-3.148, -3.868, 5.929)  0.1010
H (-1.611, -3.854, 4.000)  0.1177
H (-1.524, -3.765, 1.450)  0.1324
H (-2.523, -2.542, 0.633)  0.1199
H (-0.429, -1.920, -0.179)  0.1410
H (0.924, -0.050, 1.640)  0.1517
C (2.210, -1.619, 0.901)  -0.0223
H (3.109, -1.025, 1.057)  0.1331
C (1.956, -2.500, 2.099)  -0.5492
O (1.382, -3.557, 2.056)  0.1023
O (2.414, -1.958, 3.223)  0.1237
H (2.121, -2.467, 3.995)  0.1388
H (2.316, -2.240, 0.011)  0.1266
H (1.046, -1.410, -1.897)  0.1130
H (1.308, 0.038, -3.864)  0.1189
H (2.689, 4.178, -3.247)  0.1334
H (0.921, 4.408, -3.343)  0.1335
H (2.780, 3.946, -5.722)  0.1140
H (1.036, 4.183, -5.815)  0.1140
H (1.296, 6.470, -4.826)  0.0725
H (2.237, 6.306, -6.309)  0.0704
H (3.042, 6.233, -4.742)  0.0725

***

Q.
# C20H23NO4

A single C20H23NO4 molecule (ωB97M-V/def2-TZVPD, the OMol25 dataset).

The value obtained for the highest occupied orbital energy is -0.317 Eh. The molar mass is 341.4 g mol⁻¹. Its net charge is 0. As for the gap between HOMO and LUMO: 0.345 hartree.

Last column: Löwdin charge in e.
Atoms and positions in Å:
O (-0.357, 2.590, -2.765)  0.0616
N (-4.257, 3.441, -0.225)  0.0626
O (2.050, -2.317, 0.480)  0.0067
O (-5.653, 3.601, 0.210)  -0.1965
O (0.379, 1.183, -1.114)  -0.0029
C (-0.311, 2.258, -1.551)  -0.3965
C (1.532, -1.032, 0.244)  -0.0079
C (1.616, -2.293, -1.709)  0.0169
C (1.351, -0.983, -1.128)  -0.1488
C (2.027, -3.078, -0.672)  -0.2399
C (-3.424, 4.369, -0.712)  -0.0470
C (2.962, -6.395, 3.018)  -0.1200
C (3.843, -5.400, 2.658)  -0.0798
C (1.994, -6.950, 2.179)  -0.0646
C (3.657, -4.823, 1.392)  -0.0699
C (1.837, -6.257, 0.955)  -0.0411
C (2.618, -5.166, 0.625)  -0.2645
C (-6.344, 2.351, 0.201)  -0.1195
C (0.842, 0.174, -2.038)  -0.0714
C (2.503, -4.513, -0.746)  -0.0610
C (0.274, 5.458, -0.705)  -0.0148
C (-1.157, 4.790, 1.390)  -0.0230
C (-0.842, 4.583, -0.142)  -0.3510
C (-1.067, 3.060, -0.554)  -0.0632
C (-1.936, 4.197, -1.127)  -0.1494
H (1.465, -0.187, 0.969)  0.1409
H (1.518, -2.503, -2.756)  0.1146
H (-3.760, 5.342, -0.828)  0.0885
H (3.248, -7.069, 3.904)  0.1234
H (4.658, -5.020, 3.279)  0.1074
H (1.363, -7.830, 2.289)  0.1037
H (4.488, -4.093, 1.132)  0.1460
H (1.014, -6.547, 0.346)  0.0983
H (-6.274, 1.925, 1.231)  0.0822
H (-7.457, 2.461, 0.021)  0.0985
H (-5.946, 1.627, -0.465)  0.0547
H (1.509, 0.584, -2.700)  0.1009
H (0.027, -0.044, -2.666)  0.1156
H (3.482, -4.427, -1.248)  0.1311
H (1.821, -5.194, -1.330)  0.1371
H (1.159, 4.821, -0.739)  0.0898
H (0.568, 6.399, -0.293)  0.0701
H (-0.114, 5.704, -1.695)  0.0819
H (-0.801, 5.744, 1.813)  0.0755
H (-0.585, 3.992, 1.885)  0.0787
H (-2.177, 4.628, 1.751)  0.0709
H (-1.533, 2.331, 0.086)  0.1442
H (-1.809, 4.506, -2.151)  0.1313

***

Which of them is most stable, and which least? Most stable: P; least stable: Q.